# 1
Formula: C6H8BrO2
Source: OMol25
Level of theory: ωB97M-V/def2-TZVPD

```
17
Properties=species:S:1:pos:R:3:forces:R:3:lowdin_charge:R:1
C 0.49147 -0.44550 -3.05866 -0.1 -0.4 0.5 -0.01
C -0.06672 -1.25161 -2.37603 0.4 0.6 -0.6 0.00
C -1.86674 -1.68702 1.02315 1.4 -3.3 -1.4 -0.64
C 0.00204 1.51875 0.60814 -1.3 -3.1 -0.2 -0.13
C -1.00728 0.70970 1.47055 -0.1 0.3 2.3 -0.38
C -1.64440 -0.36881 0.73283 -1.8 0.1 -0.9 -0.60
O -2.30234 -2.65935 0.30773 -0.5 1.9 1.0 -0.15
O -1.12626 -2.15718 2.15026 0.0 0.9 0.8 -0.04
Br -2.89646 0.36605 -0.66110 0.6 -0.5 0.5 0.55
H 1.05448 0.31268 -3.49453 0.4 0.7 -0.6 -0.01
H -1.44239 -3.04161 2.37976 -0.2 0.2 -0.7 0.08
H -0.57658 -1.92967 -1.77841 -0.8 -0.8 0.8 0.00
H 0.93333 1.02072 0.84402 0.6 0.0 -1.2 0.06
H -0.46994 1.49029 -0.43095 1.5 0.2 1.2 0.05
H 0.01837 2.43743 1.06261 0.3 2.7 0.5 0.01
H -0.63330 0.21587 2.46774 0.0 1.0 -1.9 0.13
H -1.70839 1.49192 1.83350 -0.3 -0.5 -0.1 0.08
```
Forces are in eV/Å.

Its lowest unoccupied orbital energy is 3.6 eV. For the HOMO-LUMO gap, the calculation gives 6.51 eV. The total charge is -1.

# 2
Formula: C28H69BrNO11PS2
Source: OMol25
Level of theory: ωB97M-V/def2-TZVPD

```
113
Properties=species:S:1:pos:R:3:forces:R:3:lowdin_charge:R:1
C -0.68320 -3.36007 0.51568 -0.8 0.8 -0.2 -0.10
C -1.38008 -3.39655 -0.85812 0.7 -0.5 0.5 -0.23
C -0.69310 -2.58602 -1.96423 -0.5 -0.2 0.0 -0.14
C -1.26177 -1.21508 -2.38608 0.3 0.8 0.6 -0.36
N -0.64824 -0.01895 -1.78115 0.0 -0.5 -0.1 -0.02
C -0.26898 -0.11703 -0.38018 0.3 0.7 0.4 -0.27
C 0.15326 1.26565 0.14397 0.3 -0.6 0.0 -0.07
C -2.78131 -1.08425 -2.27576 0.1 -0.5 0.0 -0.65
Br -3.37862 0.29325 -3.55552 -0.2 0.1 0.0 0.73
O -3.19291 -0.76325 -0.98164 0.1 -0.2 0.1 -0.26
C -4.58556 -0.75167 -0.78173 0.2 1.0 0.1 -0.91
S -5.12256 0.88238 -0.15190 -0.2 0.0 0.5 0.73
P -5.16595 -2.01896 0.42211 -0.4 -1.3 -0.4 0.35
S -5.30853 -3.82590 -0.30233 0.2 0.3 0.1 0.12
H -0.77508 -4.30241 1.04023 0.2 -0.2 0.0 0.07
H -1.19217 -2.62133 1.13268 0.1 0.1 0.3 0.06
H 0.34215 -3.01937 0.43835 0.3 -0.3 0.1 0.05
H -1.37166 -4.43563 -1.17327 -0.1 -0.2 -0.2 0.10
H -2.41767 -3.15175 -0.70737 -0.4 0.1 -0.2 0.04
H 0.35344 -2.47527 -1.69959 0.2 0.2 0.0 0.11
H -0.69057 -3.20185 -2.85923 -0.1 -0.1 -0.2 0.11
H -1.05758 -1.11858 -3.44567 0.0 0.0 -0.2 0.10
H 0.19141 0.19555 -2.30679 0.0 0.1 0.0 0.10
H 0.57098 -0.79151 -0.20583 0.0 -0.3 -0.1 0.10
H -1.09275 -0.46373 0.22880 -0.3 -0.2 -0.1 0.10
H 0.47444 1.88912 -0.68354 -0.1 0.3 -0.1 0.06
H 1.01679 1.15225 0.79430 0.1 0.0 0.2 0.06
H -0.62873 1.73717 0.72573 -0.2 0.3 -0.2 0.07
H -3.26677 -2.00327 -2.59337 -0.2 0.0 -0.2 0.11
H -5.12647 -0.94732 -1.70154 0.0 -0.2 -0.2 0.06
H -4.34003 1.68529 -0.88782 0.1 -0.3 -0.2 -0.13
H -4.37916 -1.92467 1.58149 0.0 0.4 -0.1 0.00
H -6.43622 -1.54735 0.79914 0.2 0.4 0.2 -0.03
C 1.24413 -3.69924 4.43851 -0.1 0.0 0.0 -0.10
O 1.67088 -3.26635 3.15891 0.1 -0.1 0.1 -0.20
C 2.91852 -2.59168 3.18820 -0.2 0.1 -0.2 -0.20
C 4.04614 -3.47896 2.71257 0.2 0.0 0.2 -0.20
O 4.28405 -4.55040 3.61234 -0.1 0.0 -0.1 -0.19
C 3.74396 -5.78298 3.17062 0.0 0.0 0.0 -0.11
H 0.38522 -4.35296 4.29345 0.0 0.0 0.0 0.09
H 2.02805 -4.25609 4.95789 0.0 0.0 0.0 0.08
H 0.93730 -2.84508 5.05153 0.0 0.0 0.0 0.09
H 3.12734 -2.20946 4.19248 0.0 0.0 0.0 0.11
H 2.83692 -1.73332 2.51195 0.0 0.0 0.0 0.12
H 4.96567 -2.88613 2.66427 0.0 0.0 0.0 0.12
H 3.83358 -3.85680 1.70797 0.0 0.0 0.0 0.13
H 4.31622 -6.17224 2.32164 0.0 0.0 0.0 0.09
H 2.69419 -5.68238 2.88445 0.0 0.0 0.0 0.08
H 3.81895 -6.48895 3.99589 0.0 0.0 0.0 0.09
C -11.60082 0.12839 0.98202 0.0 0.0 0.1 -0.11
O -10.45651 0.77469 1.50995 0.0 0.0 -0.1 -0.19
C -9.27126 0.50104 0.77928 0.0 0.1 0.3 -0.21
C -8.88908 1.64747 -0.12874 0.0 -0.1 -0.3 -0.21
O -9.83314 1.82020 -1.17593 -0.1 0.1 0.1 -0.19
C -10.72272 2.89932 -0.95700 0.0 0.0 0.0 -0.11
H -12.47191 0.53623 1.49208 0.0 0.0 0.0 0.09
H -11.70464 0.30490 -0.09117 0.0 0.0 0.0 0.08
H -11.55642 -0.94967 1.17076 0.0 0.0 -0.1 0.09
H -9.37983 -0.42064 0.19874 0.0 0.0 0.0 0.13
H -8.46895 0.35032 1.51049 0.0 0.0 0.0 0.12
H -7.92617 1.41934 -0.59354 0.0 0.0 0.0 0.07
H -8.77794 2.57052 0.44829 0.0 0.0 0.0 0.13
H -10.20190 3.85670 -1.06772 0.0 0.0 0.0 0.09
H -11.18073 2.84896 0.03392 0.0 0.0 0.0 0.08
H -11.50552 2.83816 -1.71120 0.0 0.0 0.0 0.09
C 3.93731 0.43292 -4.97108 0.1 0.1 0.1 -0.10
O 2.61960 0.06809 -4.59531 0.0 0.0 -0.1 -0.19
C 1.62066 0.82866 -5.25739 -0.1 -0.2 0.3 -0.20
C 0.97269 0.05069 -6.38041 0.0 0.2 -0.2 -0.20
O 1.87349 -0.19602 -7.44782 0.1 -0.1 0.1 -0.19
C 2.39012 -1.51426 -7.45203 0.0 0.0 0.0 -0.11
H 4.61714 -0.31014 -4.55632 -0.1 0.0 0.0 0.09
H 4.05805 0.45182 -6.05691 0.0 0.0 0.0 0.09
H 4.19402 1.41471 -4.55907 0.0 0.0 -0.1 0.08
H 2.03391 1.76921 -5.63249 0.0 0.0 0.0 0.13
H 0.85259 1.07002 -4.51356 0.0 0.1 -0.1 0.12
H 0.14580 0.64282 -6.78515 0.0 0.0 0.0 0.13
H 0.55936 -0.88734 -5.99634 0.0 0.0 0.0 0.12
H 1.61476 -2.23111 -7.74352 0.0 0.0 0.0 0.09
H 2.79167 -1.79197 -6.47436 0.0 0.0 0.0 0.08
H 3.19299 -1.54990 -8.18629 0.0 0.0 0.0 0.09
C 4.60603 1.47155 8.70141 0.1 0.0 0.0 -0.11
O 5.43806 0.40735 8.27652 -0.1 0.0 0.0 -0.19
C 4.76231 -0.83844 8.20155 0.3 0.0 0.0 -0.20
C 4.41061 -1.19813 6.77611 -0.3 -0.1 0.0 -0.21
O 3.44066 -0.31168 6.23475 0.1 0.1 0.0 -0.20
C 3.99428 0.66008 5.36582 0.0 -0.1 0.0 -0.11
H 5.15890 2.39807 8.55588 0.0 0.0 0.0 0.09
H 3.68092 1.51717 8.12173 0.0 0.0 0.0 0.08
H 4.36407 1.37079 9.76485 -0.1 0.0 0.0 0.09
H 3.86173 -0.82754 8.82233 0.0 0.0 0.0 0.13
H 5.43932 -1.60040 8.60004 0.0 0.0 0.0 0.13
H 3.97726 -2.20361 6.76146 0.0 0.0 0.0 0.12
H 5.31153 -1.20979 6.15566 0.0 0.0 0.0 0.13
H 4.31421 0.19072 4.42822 0.1 0.1 0.0 0.08
H 4.84418 1.17555 5.81904 0.0 0.0 0.0 0.09
H 3.21759 1.38983 5.14334 -0.1 0.0 0.0 0.09
C 6.06707 6.44108 -3.67407 0.0 0.1 0.0 -0.11
O 4.80187 6.71373 -3.09919 0.1 -0.1 -0.1 -0.19
C 3.71916 6.17940 -3.84478 0.0 0.2 0.2 -0.21
C 3.18106 4.91297 -3.21849 0.0 -0.2 -0.2 -0.20
O 4.12423 3.85321 -3.28358 0.1 0.1 0.1 -0.21
C 4.79077 3.62325 -2.05482 0.0 0.0 0.0 -0.11
H 6.82577 6.73013 -2.94880 0.0 0.0 0.0 0.09
H 6.18527 5.37970 -3.90525 0.0 0.0 0.0 0.08
H 6.21108 7.03009 -4.58613 0.0 0.0 0.0 0.09
H 4.01798 5.99216 -4.88028 0.0 0.0 0.0 0.13
H 2.92580 6.93334 -3.85232 0.0 0.0 0.0 0.13
H 2.29420 4.59359 -3.77558 0.0 0.0 0.0 0.12
H 2.88092 5.09921 -2.18343 0.0 0.0 0.0 0.13
H 4.10970 3.17013 -1.32628 0.0 0.0 0.0 0.09
H 5.20160 4.54730 -1.64164 0.0 0.0 0.0 0.08
H 5.60724 2.92929 -2.24865 0.0 0.0 0.0 0.09
```
Forces are in eV/Å.

Its lowest unoccupied orbital energy is 0.4 eV. For the HOMO-LUMO gap, the calculation gives 9.38 eV.

# 3
Formula: C20H20BO2PS
Source: OMol25
Level of theory: ωB97M-V/def2-TZVPD

```
45
Properties=species:S:1:pos:R:3:forces:R:3:lowdin_charge:R:1
S 0.48241 -2.25197 -1.41434 -0.9 1.2 -0.2 0.34
O -2.09596 -0.13975 -4.15913 -0.7 2.2 0.0 -0.11
O -1.91112 -1.06727 0.29115 -0.3 0.1 0.1 -0.03
B -0.83314 -0.93780 1.14118 1.3 0.5 -0.1 -0.49
C -1.25115 -3.48527 4.53548 0.7 0.2 0.4 -0.08
C 1.74435 2.54466 1.21964 -0.4 1.0 0.5 -0.09
C 2.23101 2.87981 -2.73123 -0.7 0.7 -0.1 -0.07
C -1.98672 -3.63137 3.38933 0.2 0.0 -0.3 -0.07
C -0.20557 -2.57528 4.58547 0.2 0.4 0.3 -0.08
C 0.50160 2.51180 1.81727 -0.1 1.0 0.2 -0.08
C 2.18370 1.44227 0.56582 1.7 -0.7 -0.4 -0.10
C 2.67034 1.58817 -2.81650 0.3 -0.1 0.0 -0.08
C 0.89982 3.14993 -2.46128 0.3 1.5 -0.2 -0.08
C -1.68756 -2.84308 2.29832 -0.7 -0.9 0.5 -0.04
C 0.05501 -1.74229 3.51674 0.0 -0.1 -0.4 -0.02
C -0.31372 1.41730 1.72358 0.9 0.0 -0.1 -0.05
C 1.43547 0.28852 0.54795 -0.6 0.0 -0.5 -0.08
C 1.80962 0.54366 -2.61417 -0.7 -0.1 -0.2 -0.10
C 0.02031 2.13398 -2.24638 -0.8 -0.6 0.2 -0.10
C -0.72811 -1.87003 2.37457 -0.4 0.4 -1.1 -0.10
C 0.14855 0.29260 1.07499 -0.2 -1.0 -0.4 -0.15
C 0.47235 0.83329 -2.30930 0.2 -0.9 0.0 -0.35
C -1.27884 -1.11385 -3.60522 0.6 -0.2 -0.3 -0.40
C -2.02128 -0.28845 -0.86454 0.9 0.9 0.1 -0.26
P -0.57550 -0.59680 -1.97572 1.5 -3.2 -0.4 0.64
H -1.76663 0.74052 -3.87115 -0.3 -0.7 -0.7 0.08
H -1.38591 -4.08775 5.40771 -0.4 -0.4 0.3 0.10
H 2.33878 3.44440 1.28023 0.1 0.0 0.0 0.11
H 2.89090 3.69161 -2.95048 0.4 0.4 0.1 0.11
H -2.75913 -4.34953 3.30866 -0.7 -0.7 0.1 0.09
H 0.37172 -2.48661 5.49494 0.1 -0.1 0.0 0.10
H 0.16156 3.38967 2.32499 -0.2 0.4 0.3 0.10
H 3.18201 1.46353 0.11782 -0.4 -0.1 0.0 0.12
H 3.69852 1.41907 -3.02359 0.7 -0.3 -0.2 0.11
H 0.53247 4.17876 -2.43515 0.2 -0.3 0.0 0.12
H -2.21262 -2.98285 1.36720 -0.2 0.0 0.0 0.12
H 0.88202 -1.04837 3.51001 0.0 0.2 0.2 0.12
H -1.24102 1.37140 2.21927 -1.2 0.2 0.5 0.11
H 1.74042 -0.56873 -0.02575 0.3 -0.2 0.2 0.04
H 2.13806 -0.48120 -2.72063 0.0 0.0 0.2 0.08
H -1.02286 2.33287 -2.03044 0.0 0.1 0.1 0.11
H -1.93341 -1.97451 -3.42958 0.5 -0.2 0.1 0.10
H -0.45713 -1.35321 -4.34176 -0.5 -0.1 1.1 0.11
H -2.03935 0.79460 -0.64202 -0.2 -0.4 0.0 0.11
H -2.88425 -0.57647 -1.44397 -0.5 -0.1 0.0 0.11
```
Forces are in eV/Å.

Its lowest unoccupied orbital energy is 0.3 eV. For the HOMO-LUMO gap, the calculation gives 8.67 eV.

How do the records compare in max |F|? In the order shown, they have 3.84 1.45 3.58 eV/Å.
How do the records compare in relative energy (zero: lowest compared OMol25 entry of this formula, charge and spin)? In the order shown, they have 272.91 39.75 0.00 kJ/mol.
How do the records compare in highest occupied orbital energy? In the order shown, they have -2.96 -8.98 -8.38 eV.